Formula: C30H62BNO12
Source: the OMol25 dataset
Level of theory: wB97M-V/def2-TZVPD

The structure (SMILES) is OB(O)CCOCCNCCc1ccccc1.COCCOCCOC.COCCOCCOC.COCCOCCOC. For the gap between HOMO and LUMO, the calculation gives 0.31640 hartree. The total energy is -2162.21142 Ha.

Each line ends with the Löwdin charge.
Atoms and positions in Å:
O 0.87403 -1.80307 0.79694  0.027
B 1.97595 -0.92026 0.35254  -0.448
O 3.32935 -1.54881 0.21949  0.019
C 1.85711 0.69023 0.04228  -0.075
C 0.79019 1.05632 -1.18687  -0.180
O 0.78783 2.48406 -1.55041  -0.195
C 0.24044 3.33250 -0.48046  -0.181
C -1.38524 3.24764 -0.28646  -0.204
N -1.82131 3.54778 1.13272  -0.098
C -1.48513 2.40909 2.09072  -0.230
C -2.84570 1.72244 2.76811  -0.169
C -3.71747 0.82266 1.69206  -0.141
C -5.37001 0.68165 1.70397  -0.029
C -6.09445 -0.26121 0.54023  -0.073
C -5.26162 -1.04320 -0.66178  -0.074
C -3.62633 -0.91216 -0.66808  -0.060
C -2.92595 -0.00591 0.51165  -0.040
H 0.78861 -1.66346 1.80537  0.130
H 3.97552 -0.82258 0.53347  0.117
H 1.53842 1.21828 1.06433  0.079
H 2.92790 1.11756 -0.26204  0.134
H 1.22244 0.47777 -2.13693  0.151
H -0.28395 0.60151 -1.00871  0.112
H 0.47819 4.45790 -0.79867  0.145
H 0.73280 3.18828 0.57131  0.103
H -1.84636 4.11333 -0.96613  0.133
H -1.79944 2.24031 -0.71596  0.096
H -2.83901 3.79229 1.19782  0.108
H -0.74359 1.62277 1.64212  0.097
H -0.90670 2.91557 3.00395  0.119
H -3.55832 2.55219 3.24418  0.121
H -2.49452 1.05479 3.69302  0.120
H -6.02638 1.21432 2.53904  0.090
H -7.25788 -0.38517 0.56382  0.073
H -5.77341 -1.69149 -1.51129  0.089
H -2.90916 -1.42789 -1.46695  0.096
H -1.75316 0.05522 0.51252  0.057
C 3.22689 0.52778 4.14261  -0.097
O 3.68784 1.82069 3.78565  -0.193
C 2.74547 2.57828 3.03481  -0.200
C 2.66134 4.02357 3.54481  -0.160
O 2.06134 4.18034 4.83607  -0.126
C 2.78988 3.66471 5.95677  -0.168
C 4.11113 4.37991 6.26036  -0.186
O 5.09073 4.08882 5.27056  -0.209
C 5.86259 5.20839 4.88254  -0.113
H 3.34988 -0.15433 3.29635  0.078
H 3.82769 0.16905 4.98336  0.095
H 2.17682 0.54145 4.45523  0.090
H 1.74745 2.13117 3.07607  0.101
H 3.07749 2.58237 1.99636  0.112
H 2.01459 4.57718 2.85477  0.126
H 3.63050 4.51926 3.50503  0.110
H 2.92998 2.58651 5.86266  0.108
H 2.13184 3.80395 6.82057  0.127
H 4.50084 4.03470 7.22107  0.124
H 3.92799 5.45642 6.32541  0.122
H 5.23697 6.09387 4.73616  0.085
H 6.34711 4.97733 3.92970  0.090
H 6.63242 5.41153 5.63579  0.088
C 2.79142 -5.91478 -1.29915  -0.109
O 4.14482 -5.56099 -1.06538  -0.203
C 4.33563 -4.75934 0.09510  -0.186
C 5.53865 -5.24560 0.91506  -0.166
O 5.36014 -6.50705 1.56991  -0.128
C 5.26765 -7.66550 0.73203  -0.170
C 6.54567 -8.01712 -0.03765  -0.188
O 6.79515 -7.07531 -1.07436  -0.208
C 8.15476 -6.70647 -1.19756  -0.115
H 2.27167 -5.08401 -1.78520  0.086
H 2.77355 -6.78586 -1.96052  0.088
H 2.27359 -6.18078 -0.37088  0.086
H 3.44804 -4.76278 0.73528  0.123
H 4.51636 -3.73651 -0.23623  0.107
H 5.70054 -4.52043 1.72057  0.126
H 6.45379 -5.24173 0.32425  0.107
H 4.40600 -7.59219 0.06632  0.109
H 5.04930 -8.49763 1.40913  0.125
H 6.43243 -8.99859 -0.50446  0.123
H 7.38459 -8.05955 0.66311  0.121
H 8.60876 -6.52083 -0.21964  0.084
H 8.20761 -5.77903 -1.77471  0.090
H 8.70866 -7.48998 -1.72728  0.087
C -4.41471 2.16909 -3.87500  -0.107
O -5.60281 1.40346 -3.99216  -0.210
C -6.72355 1.97926 -3.33021  -0.185
C -7.98150 1.91334 -4.20727  -0.168
O -7.96789 2.76678 -5.35767  -0.127
C -7.03876 2.43873 -6.39772  -0.169
C -7.31675 1.12024 -7.12826  -0.187
O -7.03978 0.00285 -6.29236  -0.209
C -7.99649 -1.03417 -6.38746  -0.114
H -3.94483 1.97498 -2.90646  0.077
H -3.73087 1.86609 -4.67316  0.090
H -4.60921 3.24210 -3.98172  0.086
H -6.53672 3.02305 -3.05956  0.122
H -6.89356 1.41207 -2.41478  0.112
H -8.82390 2.26017 -3.59817  0.126
H -8.22068 0.88837 -4.48793  0.107
H -6.01331 2.48323 -6.02695  0.109
H -7.12455 3.24774 -7.13034  0.126
H -6.66854 1.04470 -8.00469  0.124
H -8.35803 1.11006 -7.46338  0.121
H -9.01637 -0.63827 -6.38847  0.085
H -7.88788 -1.68226 -5.51325  0.089
H -7.82051 -1.62381 -7.29447  0.088

---

Formula: C2H4ClIN2
Source: the OMol25 dataset
Level of theory: wB97M-V/def2-TZVPD

The structure (SMILES) is [H]/N=N/C=C/I.Cl. For the gap between HOMO and LUMO, the calculation gives 0.32318 hartree. For the energy relative to the best compared isomer or geometry (same formula, charge and spin), the calculation gives 99.73 kJ/mol. The total energy is -945.89546 Ha.

Each line ends with the natural charge from an NBO analysis.
Atoms and positions in Å:
H 0.74950 2.99368 1.38161  0.325
N 0.32849 2.50759 0.54674  -0.304
N 0.14431 1.30148 0.65810  -0.138
C -0.39772 0.52908 -0.29879  -0.087
C 0.14973 0.10467 -1.43837  -0.331
I -0.65959 -1.58977 -2.55711  0.115
H -1.35808 0.05457 0.15651  0.222
H 1.06832 0.46358 -1.64314  0.196
Cl 0.60087 -3.00831 1.75912  -0.276
H -0.62584 -3.35658 1.43533  0.276

---

Formula: C16H30F3MnNOP2
Source: the OMol25 dataset
Level of theory: wB97M-V/def2-TZVPD

For the gap between HOMO and LUMO (alpha / beta), the calculation gives 0.26804 / 0.26298 hartree. The total energy is -2890.92109 Ha. The spin multiplicity is 4.

Each line ends with the Mulliken spin population.
Atoms and positions in Å:
Mn 0.00865 0.25595 0.17814  2.425
P 2.41164 -0.07298 -0.09608  -0.048
P -2.39673 0.19144 0.24086  -0.047
N -0.05914 0.69810 -1.52011  0.330
H 1.25334 -2.02694 1.81362  0.001
C 2.95295 -1.59940 -0.94866  0.004
H 4.05258 -1.64861 -0.94624  -0.001
H 2.58988 -1.57796 -1.98544  0.000
H 2.54149 -2.48084 -0.43738  0.000
C 3.34851 -0.12876 1.46731  -0.005
H 4.40424 -0.34632 1.25107  -0.002
H 2.93340 -0.91898 2.10969  0.004
H 3.26325 0.83666 1.98549  0.000
C 3.23072 1.22748 -1.09675  0.006
H 4.32429 1.12498 -1.02211  -0.001
H 2.93259 2.22597 -0.74320  -0.001
H 2.92330 1.12388 -2.14820  -0.002
C -3.22421 -1.25470 -0.50543  0.001
H -4.31182 -1.14747 -0.37787  -0.001
H -2.87611 -2.16974 -0.00832  0.000
H -2.98137 -1.30827 -1.57513  -0.001
C -3.05891 0.18191 1.93466  -0.002
H -4.15561 0.12948 1.88150  -0.002
H -2.75387 1.09679 2.46059  0.000
H -2.66670 -0.69499 2.46988  -0.001
C -3.19754 1.59286 -0.61405  0.003
H -4.27726 1.57228 -0.40638  -0.002
H -3.02251 1.50198 -1.69569  -0.001
H -2.76872 2.54307 -0.26564  0.000
C -0.03610 1.58262 -2.48144  -0.060
C 0.02616 2.07697 -4.88651  -0.123
C -0.01923 1.15554 -3.86102  0.212
C -0.01669 3.00240 -2.23032  0.212
C 0.02116 3.90114 -3.28078  -0.112
C 0.04166 3.45424 -4.60758  0.231
H 0.04819 1.72368 -5.91639  -0.005
H -0.03927 0.07531 -4.03464  0.005
H -0.02710 3.34649 -1.19110  0.018
H 0.03508 4.96707 -3.06082  -0.005
H 0.06967 4.16865 -5.42934  0.017
C 0.19986 -2.37530 1.70951  0.016
O -0.39243 -1.49708 0.79703  0.048
C 0.20705 -3.79265 1.14652  -0.003
H 0.05065 -4.52308 1.95040  0.000
H 1.17067 -4.02271 0.68308  0.000
H -0.58016 -3.93813 0.39613  0.000
C -0.48990 -2.32137 3.06078  0.005
H -1.51261 -2.70957 2.95650  0.000
H -0.53543 -1.30736 3.46726  0.002
H 0.03906 -2.94285 3.79290  0.000
F -0.78169 2.67684 1.59161  -0.003
C 0.25384 1.75891 1.55018  -0.113
F 1.38692 2.53329 1.35004  -0.001
F 0.36211 1.25626 2.84568  0.000

---

Formula: C6H4
Source: the OMol25 dataset
Level of theory: wB97M-V/def2-TZVPD

The structure (SMILES) is C1=CC=1C1C=C1. For the gap between HOMO and LUMO, the calculation gives 0.34990 hartree. For the energy relative to the best compared isomer or geometry (same formula, charge and spin), the calculation gives 320.14 kJ/mol. The total energy is -230.75477 Ha.

Each line ends with the natural charge from an NBO analysis.
Atoms and positions in Å:
C -1.28664 -0.37958 -1.59527  -0.133
C -0.04568 -0.76555 -2.17715  -0.222
C -0.07150 -0.52553 -0.79929  0.016
C 0.44717 -0.23202 0.51830  -0.326
C -0.38361 0.15250 1.81139  -0.123
C 0.10635 1.16611 1.21344  -0.128
H 0.34910 -0.83230 -3.17761  0.235
H 1.38685 -0.67295 0.72434  0.203
H -0.63761 -0.02159 2.77550  0.226
H 0.13556 2.11091 0.70636  0.254

---

Formula: C7H9Br2FO
Source: the OMol25 dataset
Level of theory: wB97M-V/def2-TZVPD

The structure (SMILES) is CC(C)[C@H](O)C#CC(F)(Br)Br. For the gap between HOMO and LUMO, the calculation gives 0.36623 hartree. For the energy relative to the best compared isomer or geometry (same formula, charge and spin), the calculation gives 6.58 kJ/mol. The total energy is -5595.14103 Ha.

Each line ends with the natural charge from an NBO analysis.
Atoms and positions in Å:
C 0.49410 -0.80294 1.60649  -0.613
C -0.86840 -0.19470 1.29184  -0.209
C -0.80715 1.29435 1.55128  -0.609
C -1.31305 -0.35553 -0.20558  -0.005
O -1.82194 -1.70084 -0.35512  -0.686
C -0.15124 -0.15274 -0.97549  0.079
C 0.70426 -0.02161 -1.80499  -0.131
C 1.83290 0.29376 -2.72544  0.288
F 1.55095 0.37672 -3.99638  -0.306
Br 2.79258 2.05328 -2.18164  0.002
Br 3.22091 -1.17212 -2.55478  0.020
H 1.23703 -0.50997 0.93634  0.220
H 0.35253 -1.76996 1.87753  0.222
H 0.84427 -0.33749 2.47439  0.208
H -1.59131 -0.58239 1.97704  0.217
H -0.21289 1.73393 0.76191  0.207
H -0.31622 1.38551 2.55223  0.211
H -1.78014 1.88989 1.63755  0.213
H -2.13057 0.28737 -0.52879  0.207
H -2.03663 -1.71453 -1.33839  0.466